No. 1
Here is one molecule with the formula C8H13P at a distorted geometry from the OMol25 dataset. Energies are from ωB97M-V/def2-TZVPD.

Each line ends with the Löwdin charge.
Element x y z (Å)
C (0.6486, 0.5450, 0.2849)  -0.33
C (0.6422, 1.8015, -0.0262)  -0.06
C (-1.9393, 0.1275, 0.2100)  -0.75
C (-0.5269, -0.4246, 0.2395)  -0.38
C (1.9512, -0.1604, 0.6538)  -0.04
C (1.3224, 3.0674, -0.2268)  -0.11
C (-2.9893, -0.9425, 0.3948)  -0.17
C (-0.3378, -1.3706, -0.9759)  -0.05
P (-2.4383, 1.7014, -0.0358)  0.88
H (-0.4579, -1.0337, 1.1517)  0.13
H (2.2906, -0.7701, -0.1835)  0.07
H (1.7979, -0.8135, 1.5095)  0.08
H (2.7219, 0.5658, 0.8995)  0.08
H (1.5437, 3.5380, 0.7321)  0.08
H (0.6936, 3.7552, -0.7986)  0.07
H (2.2532, 2.9273, -0.7870)  0.08
H (-2.7631, -1.5730, 1.2543)  0.08
H (-3.0536, -1.5833, -0.4858)  0.07
H (-3.9669, -0.4865, 0.5354)  0.05
H (-0.2788, -2.4125, -0.6702)  0.08
H (0.5647, -1.1245, -1.5273)  0.07
H (-1.1628, -1.2663, -1.6755)  0.07

Forces on atoms 1 to 6 (eV/Å):
0.3 -0.6 0.2
-2.2 0.1 -0.1
0.0 0.5 0.0
0.0 0.2 -0.1
-0.1 0.3 -0.2
0.3 0.2 0.0

Computed properties:
Orbital gap (spin up / spin down) ... 7.44 / 8.16 eV
Charge ... 0

No. 2
Here is one molecule with the formula C6H10 from the OMol25 dataset. Energies are from ωB97M-V/def2-TZVPD.

Each line ends with the Löwdin charge.
Element x y z (Å)
C (1.8895, -0.2748, 0.3536)  -0.03
C (0.4691, -0.0014, -0.0826)  -0.42
C (-0.5007, -0.8273, -0.9603)  -0.11
C (-1.6676, -0.4415, -0.0027)  -0.14
C (-0.6937, 0.3933, 0.8070)  -0.22
C (-0.0588, 1.4069, -0.0914)  -0.07
H (2.1499, 0.4096, 1.1732)  0.08
H (2.6226, -0.1006, -0.4438)  0.08
H (2.0319, -1.2957, 0.7268)  0.07
H (-0.5304, -0.5082, -2.0127)  0.11
H (-0.4158, -1.9086, -0.9168)  0.10
H (-2.0187, -1.3179, 0.5523)  0.10
H (-2.5382, 0.0675, -0.4279)  0.10
H (-0.6731, 0.4714, 1.8884)  0.13
H (0.5430, 2.1654, 0.4007)  0.11
H (-0.6089, 1.7619, -0.9636)  0.11

Forces on atoms 1 to 6 (eV/Å):
0.0 0.0 0.0
0.1 0.0 0.0
0.1 0.0 -0.1
-0.2 -0.1 0.0
-0.2 0.1 0.3
0.0 0.2 0.0

Computed properties:
Structure (SMILES) ... C[C@@]12CC[C@@H]1C2
Orbital gap ... 10.54 eV
Charge ... 0

No. 3
Here is a 2-piece molecular cluster, CH2N2O3S overall at a distorted geometry from the OMol25 dataset. Energies are from ωB97M-V/def2-TZVPD.

Each line ends with the Löwdin spin population.
Element x y z (Å)
C (-2.0605, 0.3714, -0.4773)  0.05
N (2.0543, 0.2363, 0.1156)  0.85
N (-0.8919, 0.6678, -0.7609)  0.04
O (-3.0546, -0.1098, -0.0599)  0.04
O (0.6437, -1.9198, 0.3701)  0.26
O (0.1109, 0.1080, 1.6956)  0.26
S (0.8262, -0.5198, 0.6165)  0.47
H (2.8096, -0.3336, -0.4485)  0.03
H (-0.4377, 1.4994, -1.0512)  0.00

Forces on atoms 1 to 6 (eV/Å):
1.1 0.1 0.5
7.1 1.4 -2.4
-3.2 -1.0 -0.1
1.4 0.8 -1.0
1.6 -2.1 0.5
1.6 0.3 2.4

Computed properties:
2S+1 ... 3
<S²> ... 2.01
Orbital gap (spin up / spin down) ... 7.21 / 6.55 eV
Charge ... 0

| no. | electronic energy (Ha) |
| --- | --- |
| 1 | -653.82094 |
| 2 | -234.55489 |
| 3 | -772.51032 |